Entry 1:
The following is a DFT calculation (ωB97M-V with the def2-TZVPD basis set) of a 2-piece molecular cluster, C3H10N2O2 overall.

Structure (XYZ):
```
17
Properties=species:S:1:pos:R:3
C -1.14 0.10 -1.64
N -0.31 0.93 -0.77
C 1.08 0.53 -0.73
C 1.29 -0.43 0.39
N 2.35 -1.46 0.28
O -2.35 0.30 -1.42
H -0.81 -0.54 -2.35
H -0.78 1.41 -0.02
H 1.70 1.41 -0.60
H 1.25 0.01 -1.76
H 1.58 0.26 1.21
H 0.32 -0.85 0.82
H 2.20 -2.20 -0.43
H 2.62 -1.96 1.15
H -0.78 0.84 3.49
H -0.56 -0.07 2.27
O -1.21 0.24 2.86
```

Summary:
Energy above the lowest of the compared OMol25 structures with the same formula, charge and spin ... 2.033 eV
Spin multiplicity ... 2
E_HOMO (spin up / spin down) ... 1.02 / -5.83 eV
Orbital gap (spin up / spin down) ... 2.65 / 9.41 eV
Charge ... -1

***

Entry 2:
The following is a DFT calculation (ωB97M-V with the def2-TZVPD basis set) of one molecule with the formula C19H32O4.

Structure (XYZ):
```
55
Properties=species:S:1:pos:R:3
C 4.52 7.02 -2.62
C 4.78 5.91 -3.63
C 4.84 4.52 -3.00
C 3.50 4.04 -2.45
C 3.58 2.61 -1.92
C 2.24 2.13 -1.36
C 2.32 0.70 -0.83
C 0.98 0.22 -0.27
C 1.07 -1.21 0.26
C -0.22 -1.69 0.93
C -1.38 -1.87 -0.05
C -2.60 -2.46 0.63
C -3.77 -2.64 -0.34
C -5.06 -3.10 0.33
O -4.95 -4.43 0.84
C -4.55 -4.59 2.09
C -4.28 -5.78 2.74
C -3.93 -5.42 4.05
C -4.01 -4.05 4.12
C -3.74 -3.15 5.23
O -3.40 -3.51 6.33
O -3.90 -1.86 4.91
O -4.40 -3.55 2.91
H 5.27 6.99 -1.83
H 3.54 6.91 -2.17
H 4.57 7.99 -3.11
H 4.00 5.92 -4.40
H 5.73 6.10 -4.14
H 5.58 4.52 -2.20
H 5.18 3.80 -3.76
H 2.74 4.09 -3.24
H 3.17 4.70 -1.65
H 3.89 1.94 -2.72
H 4.33 2.56 -1.13
H 1.48 2.18 -2.15
H 1.92 2.80 -0.56
H 2.64 0.03 -1.63
H 3.07 0.66 -0.04
H 0.23 0.28 -1.06
H 0.66 0.88 0.54
H 1.33 -1.88 -0.56
H 1.88 -1.26 0.99
H -0.51 -0.99 1.71
H -0.02 -2.66 1.41
H -1.65 -0.90 -0.48
H -1.07 -2.52 -0.87
H -2.33 -3.43 1.06
H -2.91 -1.81 1.46
H -3.98 -1.68 -0.83
H -3.49 -3.36 -1.11
H -5.87 -3.15 -0.41
H -5.34 -2.42 1.13
H -4.33 -6.76 2.31
H -3.65 -6.07 4.85
H -3.71 -1.31 5.68
```

Summary:
Energy above the lowest of the compared OMol25 structures with the same formula, charge and spin ... 0.033 eV
Spin multiplicity ... 1
E_HOMO ... -8.30 eV
SMILES string ... CCCCCCCCCCCCCCOc1ccc(C(=O)O)o1
Orbital gap ... 9.04 eV

***

Entry 3:
The following is a DFT calculation (ωB97M-V with the def2-TZVPD basis set) of one molecule with the formula C5H7NO.

Structure (XYZ):
```
14
Properties=species:S:1:pos:R:3
C 1.64 -0.87 -0.33
N 0.39 -1.81 -0.01
C 0.30 -0.35 -0.13
C -0.45 0.55 0.87
C -0.23 1.70 -0.13
C -0.77 0.47 -0.89
O -1.72 0.23 0.21
H 2.18 -0.80 0.62
H 0.21 -2.42 -0.79
H 0.17 -2.21 0.90
H -0.43 0.58 1.97
H 0.80 2.01 -0.34
H -0.94 2.52 -0.04
H -1.14 0.39 -1.91
```

Summary:
Energy above the lowest of the compared OMol25 structures with the same formula, charge and spin ... 6.435 eV
Spin multiplicity ... 1
E_HOMO ... -7.67 eV
Orbital gap ... 8.48 eV

***

Entry 4:
The following is a DFT calculation (ωB97M-V with the def2-TZVPD basis set) of C19H38NO3P3Ru as an isolated structure.

Structure (XYZ):
```
65
Properties=species:S:1:pos:R:3
P 0.09 2.58 0.48
C 1.72 3.41 0.71
H 1.57 4.47 0.97
H 2.30 3.35 -0.22
H 2.29 2.93 1.52
C -0.48 3.55 -0.98
H -1.57 3.45 -1.12
H 0.04 3.18 -1.88
H -0.24 4.61 -0.82
C -0.84 3.40 1.85
H -0.79 4.49 1.71
H -0.37 3.13 2.81
H -1.88 3.07 1.86
P -0.83 -1.61 2.48
C 0.44 -2.01 3.73
H 0.04 -2.72 4.46
H 0.75 -1.10 4.25
H 1.33 -2.45 3.27
C -2.15 -0.85 3.45
H -3.08 -0.79 2.87
H -1.87 0.17 3.74
H -2.36 -1.43 4.36
C -1.45 -3.24 1.97
H -1.88 -3.75 2.83
H -0.64 -3.85 1.55
H -2.22 -3.12 1.20
P 0.46 -1.55 -2.02
C 2.10 -2.31 -2.37
H 2.17 -2.58 -3.44
H 2.23 -3.22 -1.77
H 2.91 -1.60 -2.14
C -0.61 -2.92 -2.65
H -0.16 -3.31 -3.58
H -1.62 -2.56 -2.88
H -0.66 -3.73 -1.91
C 0.38 -0.35 -3.40
H 0.52 -0.88 -4.35
H 1.17 0.40 -3.26
H -0.60 0.16 -3.40
Ru 0.05 -0.37 0.57
C 0.92 0.45 1.97
O 1.46 0.90 2.91
C 1.16 -1.84 0.63
O 1.86 -2.79 0.77
C -3.05 -1.24 -0.94
C -2.69 -0.28 -1.89
C -2.67 1.07 -1.55
C -3.01 1.47 -0.25
C -3.37 0.51 0.70
C -3.38 -0.84 0.36
H -3.09 -2.30 -1.22
H -2.46 -0.59 -2.91
H -2.42 1.82 -2.30
H -3.02 2.53 0.02
H -3.66 0.83 1.70
H -3.68 -1.60 1.09
C 4.09 1.38 -2.01
C 3.31 0.75 -0.90
N 4.01 0.23 0.13
O 2.06 0.71 -0.93
H 5.17 1.41 -1.82
H 3.72 2.40 -2.13
H 3.92 0.82 -2.93
H 3.52 -0.15 0.93
H 5.02 0.30 0.16
```

Summary:
Spin multiplicity ... 5
E_HOMO (spin up / spin down) ... -20.09 / -21.85 eV
Orbital gap (spin up / spin down) ... 6.61 / 4.88 eV
Charge ... +4

***

| no. | maximum force (eV Å⁻¹) |
| --- | --- |
| 1 | 9.9 |
| 2 | 1.0 |
| 3 | 0.6 |
| 4 | 8.1 |